DFT (wB97M-V/def2-TZVPD) results for a cluster of 22 separate species, C88H176O22 in total in a non-equilibrium geometry.

## Properties
Total charge   0
LUMO   0.45 eV
Energy relative to the best compared isomer or geometry (same formula, charge and spin)   489.5 kJ/mol
Orbital gap   9.51 eV
Total energy   -139141.2668 eV
E_HOMO   -9.0586 eV

Each atom is followed by the atoms it is bonded to, with distances in Å.
Positions of all 286 atoms, in Å:
1 C 0.49 3.34 -2.89  C2 1.509, C5 1.505, H6 1.113, H7 1.056
2 C 0.79 4.65 -2.18  C1 1.509, C3 1.566, H8 1.145, H9 1.102
3 C -0.03 5.74 -2.95  C2 1.566, O4 1.418, H10 1.113, H11 1.085
4 O -0.52 5.06 -4.09  C3 1.418, C5 1.480
5 C -0.71 3.63 -3.74  C1 1.505, O4 1.480, H12 1.081, H13 1.129
6 H 0.33 2.55 -2.13  C1 1.113
7 H 1.26 3.07 -3.56  C1 1.056
8 H 1.91 4.87 -2.23  C2 1.145
9 H 0.47 4.52 -1.14  C2 1.102
10 H 0.66 6.54 -3.28  C3 1.113
11 H -0.77 6.32 -2.40  C3 1.085
12 H -0.74 3.16 -4.71  C5 1.081
13 H -1.65 3.49 -3.13  C5 1.129
14 C 5.04 4.65 5.12  C15 1.523, C18 1.554, H19 1.093, H20 1.068
15 C 5.49 6.08 5.43  C14 1.523, C16 1.502, H21 1.122, H22 1.033
16 C 4.15 6.70 5.67  C15 1.502, O17 1.439, H23 1.109, H24 1.130
17 O 3.39 6.27 4.52  C16 1.439, C18 1.462
18 C 3.82 4.91 4.20  C14 1.554, O17 1.462, H25 1.090, H26 1.133
19 H 4.87 4.06 6.02  C14 1.093
20 H 5.73 4.07 4.55  C14 1.068
21 H 5.96 6.61 4.57  C15 1.122
22 H 6.07 6.11 6.29  C15 1.033
23 H 4.07 7.80 5.58  C16 1.109
24 H 3.59 6.39 6.60  C16 1.130
25 H 4.06 4.95 3.14  C18 1.090
26 H 2.95 4.23 4.43  C18 1.133
27 C 1.32 -5.02 -3.03  C28 1.549, C31 1.565, H32 1.072, H33 1.129
28 C 2.77 -5.56 -3.05  C27 1.549, C29 1.493, H34 1.064, H35 1.118
29 C 3.71 -4.41 -2.90  C28 1.493, O30 1.444, H36 1.097, H37 1.068
30 O 2.82 -3.34 -2.48  C29 1.444, C31 1.421
31 C 1.55 -3.47 -3.09  C27 1.565, O30 1.421, H38 1.107, H39 1.114
32 H 0.83 -5.27 -2.12  C27 1.072
33 H 0.76 -5.34 -3.96  C27 1.129
34 H 2.91 -6.05 -3.99  C28 1.064
35 H 2.89 -6.35 -2.26  C28 1.118
36 H 4.19 -4.01 -3.80  C29 1.097
37 H 4.46 -4.48 -2.15  C29 1.068
38 H 1.52 -3.02 -4.10  C31 1.107
39 H 0.81 -2.87 -2.50  C31 1.114
40 C -2.93 -3.38 -7.04  C41 1.579, C44 1.575, H45 1.086, H46 1.112
41 C -1.37 -3.45 -7.27  C40 1.579, C42 1.538, H47 1.071, H48 1.103
42 C -0.86 -2.11 -6.70  C41 1.538, O43 1.399, H49 1.094, H50 1.089
43 O -1.77 -1.71 -5.71  C42 1.399, C44 1.490
44 C -3.14 -2.12 -6.12  C40 1.575, O43 1.490, H51 1.062, H52 1.062
45 H -3.29 -4.33 -6.64  C40 1.086
46 H -3.51 -3.16 -7.96  C40 1.112
47 H -1.10 -3.50 -8.31  C41 1.071
48 H -0.93 -4.32 -6.76  C41 1.103
49 H -0.71 -1.35 -7.47  C42 1.094
50 H 0.09 -2.21 -6.19  C42 1.089
51 H -3.49 -1.26 -6.63  C44 1.062
52 H -3.72 -2.25 -5.24  C44 1.062
53 C -5.19 -4.45 2.40  C54 1.536, C57 1.572, H58 1.079, H59 1.084
54 C -5.25 -3.00 1.90  C53 1.536, C55 1.556, H60 1.105, H61 1.133
55 C -5.85 -2.23 3.11  C54 1.556, O56 1.418, H62 1.110, H63 1.097
56 O -5.74 -3.05 4.26  C55 1.418, C57 1.427
57 C -4.90 -4.15 3.91  C53 1.572, O56 1.427, H64 1.106, H65 1.063
58 H -4.51 -5.19 1.99  C53 1.079
59 H -6.15 -4.93 2.31  C53 1.084
60 H -5.93 -2.79 1.05  C54 1.105
61 H -4.18 -2.82 1.58  C54 1.133
62 H -6.94 -2.10 2.92  C55 1.110
63 H -5.36 -1.26 3.25  C55 1.097
64 H -5.18 -5.00 4.55  C57 1.106
65 H -3.87 -3.97 4.14  C57 1.063
66 C -3.97 5.38 -1.83  C67 1.564, C70 1.579, H71 1.107, H72 1.072
67 C -2.92 5.24 -0.68  C66 1.564, C68 1.502, H73 1.081, H74 1.047
68 C -2.46 6.65 -0.41  C67 1.502, O69 1.442, H75 1.061, H76 1.142
69 O -2.58 7.32 -1.68  C68 1.442, C70 1.467
70 C -3.75 6.83 -2.42  C66 1.579, O69 1.467, H77 1.047, H78 1.123
71 H -5.01 5.36 -1.47  C66 1.107
72 H -3.82 4.65 -2.61  C66 1.072
73 H -2.05 4.68 -1.00  C67 1.081
74 H -3.35 4.82 0.17  C67 1.047
75 H -1.45 6.72 -0.10  C68 1.061
76 H -3.14 7.24 0.29  C68 1.142
77 H -3.60 6.86 -3.45  C70 1.047
78 H -4.62 7.51 -2.21  C70 1.123
79 C -0.57 -1.57 4.29  C80 1.562, C83 1.572, H84 1.087, H85 1.105
80 C 0.24 -2.34 5.38  C79 1.562, C81 1.556, H86 1.073, H87 1.075
81 C 1.69 -1.83 5.13  C80 1.556, O82 1.412, H88 1.121, H89 1.036
82 O 1.56 -0.65 4.35  C81 1.412, C83 1.396
83 C 0.49 -0.75 3.46  C79 1.572, O82 1.396, H90 1.137, H91 1.081
84 H -1.21 -0.85 4.80  C79 1.087
85 H -1.25 -2.17 3.66  C79 1.105
86 H 0.19 -3.41 5.37  C80 1.073
87 H -0.04 -1.99 6.36  C80 1.075
88 H 2.38 -2.61 4.72  C81 1.121
89 H 2.16 -1.51 5.99  C81 1.036
90 H 0.75 -1.25 2.48  C83 1.137
91 H 0.09 0.23 3.22  C83 1.081
92 C 2.14 -4.14 2.20  C93 1.491, C96 1.544, H97 1.077, H98 1.090
93 C 3.09 -3.10 1.73  C92 1.491, C94 1.511, H99 1.106, H100 1.139
94 C 4.28 -3.87 1.20  C93 1.511, O95 1.422, H101 1.093, H102 1.131
95 O 3.67 -5.00 0.58  C94 1.422, C96 1.420
96 C 2.39 -5.23 1.14  C92 1.544, O95 1.420, H103 1.092, H104 1.106
97 H 1.10 -3.84 2.24  C92 1.077
98 H 2.53 -4.52 3.15  C92 1.090
99 H 3.42 -2.43 2.55  C93 1.106
100 H 2.73 -2.41 0.90  C93 1.139
101 H 4.96 -4.25 1.96  C94 1.093
102 H 4.75 -3.27 0.36  C94 1.131
103 H 2.35 -6.25 1.54  C96 1.092
104 H 1.64 -5.20 0.33  C96 1.106
105 C -4.66 0.34 6.94  C106 1.548, C109 1.508, H110 1.044, H111 1.062
106 C -3.37 -0.35 7.45  C105 1.548, C107 1.568, H112 1.140, H113 1.052
107 C -2.30 0.66 6.88  C106 1.568, O108 1.440, H114 1.071, H115 1.132
108 O -2.87 1.27 5.71  C107 1.440, C109 1.441
109 C -4.22 1.54 6.13  C105 1.508, O108 1.441, H116 1.096, H117 1.138
110 H -5.35 0.56 7.69  C105 1.044
111 H -5.22 -0.35 6.36  C105 1.062
112 H -3.20 -1.37 6.97  C106 1.140
113 H -3.31 -0.34 8.50  C106 1.052
114 H -1.36 0.20 6.68  C107 1.071
115 H -2.16 1.45 7.68  C107 1.132
116 H -4.76 1.61 5.18  C109 1.096
117 H -4.15 2.52 6.70  C109 1.138
118 C -9.39 -2.13 -0.37  C119 1.580, C122 1.496, H123 1.058, H124 1.059
119 C -8.61 -1.04 -1.21  C118 1.580, C120 1.535, H125 1.079, H126 1.075
120 C -7.87 -0.23 -0.14  C119 1.535, O121 1.430, H127 1.104, H128 1.110
121 O -8.30 -0.71 1.14  C120 1.430, C122 1.401
122 C -9.45 -1.48 0.98  C118 1.496, O121 1.401, H129 1.141, H130 1.101
123 H -8.94 -3.08 -0.40  C118 1.058
124 H -10.38 -2.13 -0.75  C118 1.059
125 H -9.33 -0.50 -1.82  C119 1.079
126 H -7.99 -1.51 -1.94  C119 1.075
127 H -8.00 0.86 -0.20  C120 1.104
128 H -6.78 -0.42 -0.22  C120 1.110
129 H -10.33 -0.77 0.85  C122 1.141
130 H -9.58 -2.14 1.85  C122 1.101
131 C -3.75 0.26 -3.00  C132 1.566, C135 1.514, H136 1.133, H137 1.122
132 C -4.16 1.28 -4.12  C131 1.566, C133 1.526, H138 1.094, H139 1.091
133 C -5.68 1.27 -3.97  C132 1.526, O134 1.441, H140 1.111, H141 1.074
134 O -6.04 0.20 -3.07  C133 1.441, C135 1.424
135 C -4.97 0.11 -2.12  C131 1.514, O134 1.424, H142 1.066, H143 1.112
136 H -2.80 0.60 -2.50  C131 1.133
137 H -3.41 -0.64 -3.57  C131 1.122
138 H -3.87 0.94 -5.12  C132 1.094
139 H -3.87 2.33 -4.04  C132 1.091
140 H -6.16 1.17 -4.97  C133 1.111
141 H -6.05 2.15 -3.48  C133 1.074
142 H -5.00 -0.77 -1.52  C135 1.066
143 H -5.04 1.00 -1.45  C135 1.112
144 C 6.92 -0.61 -4.21  C145 1.534, C148 1.535, H149 1.118, H150 1.081
145 C 5.64 -1.45 -4.08  C144 1.534, C146 1.522, H151 1.094, H152 1.065
146 C 5.14 -0.98 -2.72  C145 1.522, O147 1.416, H153 1.119, H154 1.096
147 O 6.27 -0.79 -1.89  C146 1.416, C148 1.454
148 C 7.39 -0.49 -2.76  C144 1.535, O147 1.454, H155 1.092, H156 1.117
149 H 6.82 0.44 -4.57  C144 1.118
150 H 7.67 -1.04 -4.86  C144 1.081
151 H 5.92 -2.50 -4.01  C145 1.094
152 H 4.95 -1.37 -4.88  C145 1.065
153 H 4.46 -1.72 -2.23  C146 1.119
154 H 4.58 -0.05 -2.85  C146 1.096
155 H 8.22 -1.16 -2.50  C148 1.092
156 H 7.80 0.53 -2.58  C148 1.117
157 C 8.18 -2.57 0.80  C158 1.507, C161 1.495, H162 1.115, H163 1.056
158 C 8.24 -2.32 2.28  C157 1.507, C159 1.573, H164 1.113, H165 1.118
159 C 9.68 -1.76 2.56  C158 1.573, O160 1.414, H166 1.096, H167 1.120
160 O 10.37 -2.24 1.42  C159 1.414, C161 1.412
161 C 9.59 -2.98 0.51  C157 1.495, O160 1.412, H168 1.117, H169 1.072
162 H 7.94 -1.59 0.32  C157 1.115
163 H 7.45 -3.30 0.58  C157 1.056
164 H 7.98 -3.28 2.78  C158 1.113
165 H 7.34 -1.67 2.45  C158 1.118
166 H 10.06 -2.18 3.50  C159 1.096
167 H 9.69 -0.64 2.51  C159 1.120
168 H 9.81 -4.06 0.69  C161 1.117
169 H 9.95 -2.71 -0.47  C161 1.072
170 C 4.95 1.08 0.48  C171 1.510, C174 1.567, H175 1.075, H176 1.118
171 C 5.27 2.13 -0.56  C170 1.510, C172 1.571, H177 1.144, H178 1.107
172 C 4.09 3.17 -0.52  C171 1.571, O173 1.487, H179 1.050, H180 1.080
173 O 3.43 2.90 0.79  C172 1.487, C174 1.412
174 C 4.14 1.92 1.52  C170 1.567, O173 1.412, H181 1.130, H182 1.072
175 H 5.79 0.48 0.79  C170 1.075
176 H 4.23 0.34 0.04  C170 1.118
177 H 5.37 1.62 -1.58  C171 1.144
178 H 6.24 2.65 -0.44  C171 1.107
179 H 3.38 3.00 -1.27  C172 1.050
180 H 4.50 4.17 -0.58  C172 1.080
181 H 3.35 1.36 2.10  C174 1.130
182 H 4.83 2.39 2.19  C174 1.072
183 C -3.39 -4.84 -3.10  C184 1.541, C187 1.555, H188 1.097, H189 1.090
184 C -4.06 -3.64 -2.40  C183 1.541, C185 1.493, H190 1.118, H191 1.093
185 C -5.33 -4.24 -1.88  C184 1.493, O186 1.412, H192 1.069, H193 1.183
186 O -5.74 -5.10 -2.92  C185 1.412, C187 1.405
187 C -4.65 -5.55 -3.68  C183 1.555, O186 1.405, H194 1.091, H195 1.090
188 H -2.87 -5.51 -2.40  C183 1.097
189 H -2.65 -4.59 -3.86  C183 1.090
190 H -4.19 -2.79 -3.11  C184 1.118
191 H -3.48 -3.20 -1.59  C184 1.093
192 H -6.09 -3.49 -1.90  C185 1.069
193 H -5.15 -4.74 -0.83  C185 1.183
194 H -4.81 -5.28 -4.73  C187 1.091
195 H -4.55 -6.63 -3.58  C187 1.090
196 C -4.79 1.51 2.11  C197 1.533, C200 1.527, H201 1.071, H202 1.096
197 C -4.21 2.92 2.30  C196 1.533, C198 1.527, H203 1.082, H204 1.081
198 C -5.28 3.81 1.67  C197 1.527, O199 1.443, H205 1.106, H206 1.100
199 O -6.53 3.09 1.75  C198 1.443, C200 1.461
200 C -6.27 1.80 2.38  C196 1.527, O199 1.461, H207 1.096, H208 1.084
201 H -4.31 0.82 2.76  C196 1.071
202 H -4.79 1.17 1.07  C196 1.096
203 H -3.27 3.01 1.78  C197 1.082
204 H -3.98 3.15 3.33  C197 1.081
205 H -5.18 4.14 0.62  C198 1.106
206 H -5.34 4.82 2.09  C198 1.100
207 H -6.99 1.14 1.89  C200 1.096
208 H -6.51 1.89 3.43  C200 1.084
209 C 5.59 -0.15 4.06  C210 1.573, C213 1.478, H214 1.087, H215 1.096
210 C 4.93 1.05 4.83  C209 1.573, C211 1.577, H216 1.107, H217 1.057
211 C 4.66 0.45 6.27  C210 1.577, O212 1.394, H218 1.064, H219 1.135
212 O 4.60 -0.93 6.08  C211 1.394, C213 1.409
213 C 5.45 -1.27 5.01  C209 1.478, O212 1.409, H220 1.102, H221 1.100
214 H 6.64 0.11 3.94  C209 1.087
215 H 5.17 -0.25 3.05  C209 1.096
216 H 3.93 1.23 4.38  C210 1.107
217 H 5.46 1.96 4.75  C210 1.057
218 H 3.77 0.79 6.74  C211 1.064
219 H 5.48 0.62 7.03  C211 1.135
220 H 4.98 -2.13 4.53  C213 1.102
221 H 6.41 -1.62 5.43  C213 1.100
222 C -0.35 4.32 4.03  C223 1.563, C226 1.553, H227 1.077, H228 1.058
223 C -0.14 3.17 3.00  C222 1.563, C224 1.512, H229 1.089, H230 1.080
224 C -0.22 3.86 1.66  C223 1.512, O225 1.428, H231 1.107, H232 1.164
225 O -1.08 4.98 1.86  C224 1.428, C226 1.412
226 C -1.33 5.23 3.23  C222 1.553, O225 1.412, H233 1.144, H234 1.061
227 H 0.58 4.85 4.13  C222 1.077
228 H -0.67 4.02 5.00  C222 1.058
229 H -0.92 2.43 3.17  C223 1.089
230 H 0.79 2.62 3.05  C223 1.080
231 H -0.67 3.24 0.86  C224 1.107
232 H 0.83 4.18 1.30  C224 1.164
233 H -2.39 5.05 3.60  C226 1.144
234 H -1.17 6.27 3.34  C226 1.061
235 C -1.61 -6.48 0.83  C236 1.524, C239 1.502, H240 1.087, H241 1.069
236 C -0.97 -6.25 2.19  C235 1.524, C237 1.479, H242 1.097, H243 1.079
237 C -1.42 -4.88 2.53  C236 1.479, O238 1.437, H244 1.100, H245 1.145
238 O -1.56 -4.13 1.32  C237 1.437, C239 1.436
239 C -1.70 -5.09 0.26  C235 1.502, O238 1.436, H246 1.070, H247 1.048
240 H -2.56 -6.98 0.98  C235 1.087
241 H -1.04 -7.13 0.19  C235 1.069
242 H 0.12 -6.27 2.07  C236 1.097
243 H -1.21 -7.05 2.88  C236 1.079
244 H -0.58 -4.37 3.05  C237 1.100
245 H -2.41 -4.78 3.10  C237 1.145
246 H -0.92 -4.94 -0.47  C239 1.070
247 H -2.66 -5.02 -0.16  C239 1.048
248 C 0.45 0.03 -4.37  C249 1.582, C252 1.586, H253 1.113, H254 1.072
249 C 0.47 0.79 -5.75  C248 1.582, C250 1.548, H255 1.122, H256 1.124
250 C 1.86 0.43 -6.34  C249 1.548, O251 1.458, H257 1.065, H258 1.081
251 O 2.62 -0.24 -5.30  C250 1.458, C252 1.438
252 C 2.00 -0.01 -4.02  C248 1.586, O251 1.438, H259 1.059, H260 1.099
253 H 0.15 -1.02 -4.60  C248 1.113
254 H -0.16 0.49 -3.62  C248 1.072
255 H 0.47 1.89 -5.53  C249 1.122
256 H -0.39 0.51 -6.41  C249 1.124
257 H 2.36 1.32 -6.65  C250 1.065
258 H 1.90 -0.26 -7.17  C250 1.081
259 H 2.34 0.91 -3.62  C252 1.059
260 H 2.06 -0.88 -3.35  C252 1.099
261 C 3.11 5.81 -5.06  C262 1.533, C265 1.532, H266 1.069, H267 1.094
262 C 4.06 4.87 -4.32  C261 1.533, C263 1.452, H268 1.110, H269 1.137
263 C 4.25 3.72 -5.19  C262 1.452, O264 1.431, H270 1.103, H271 1.118
264 O 2.98 3.53 -5.82  C263 1.431, C265 1.442
265 C 2.46 4.85 -6.07  C261 1.532, O264 1.442, H272 1.051, H273 1.104
266 H 3.66 6.61 -5.50  C261 1.069
267 H 2.37 6.26 -4.39  C261 1.094
268 H 3.60 4.59 -3.35  C262 1.110
269 H 5.03 5.40 -4.03  C262 1.137
270 H 4.58 2.81 -4.66  C263 1.103
271 H 5.01 3.89 -5.99  C263 1.118
272 H 1.41 4.89 -6.03  C265 1.051
273 H 2.85 5.05 -7.09  C265 1.104
274 C -0.66 -1.09 -0.77  C275 1.523, C278 1.586, H279 1.120, H280 1.066
275 C -1.94 -0.77 -0.02  C274 1.523, C276 1.545, H281 1.065, H282 1.111
276 C -1.71 0.70 0.40  C275 1.545, O277 1.430, H283 1.114, H284 1.064
277 O -0.32 0.77 0.71  C276 1.430, C278 1.427
278 C 0.41 -0.07 -0.19  C274 1.586, O277 1.427, H285 1.123, H286 1.093
279 H -0.74 -0.87 -1.87  C274 1.120
280 H -0.25 -2.05 -0.58  C274 1.066
281 H -2.06 -1.36 0.86  C275 1.065
282 H -2.85 -0.88 -0.65  C275 1.111
283 H -2.20 1.15 1.29  C276 1.114
284 H -1.94 1.35 -0.40  C276 1.064
285 H 1.22 -0.56 0.41  C278 1.123
286 H 0.87 0.50 -1.01  C278 1.093

These are the Mulliken partial charges, in e, on atoms 1 to 6: number 1, C, carries 1.64; number 2, C, carries 1.52; number 3, C, carries -0.62; number 4, O, carries -0.54; number 5, C, carries 0.10; number 6, H, carries -0.45